# 1
Entry from the Open Molecules 2025 dataset: an isolated molecule of C5H10O2 (ωB97M-V/def2-TZVPD).

Output
HOMO = -8.391 eV
Kohn-Sham gap = 9.24 eV
Largest force on an atom = 0.43 eV/Å
DFT total energy = -346.9441 a.u.
Lowest unoccupied orbital energy = 0.85 eV
Multiplicity = 1
Structure (SMILES) = COC/C(C)=C/O
Net charge = 0

Last column: Löwdin charge in e.
Cartesian coordinates (Å):
C (2.691, -0.455, 0.562)  -0.12
O (1.555, 0.225, 0.105)  -0.19
C (0.391, -0.549, 0.230)  -0.23
C (-0.807, 0.234, -0.216)  -0.27
C (-2.087, -0.557, -0.315)  -0.05
C (-0.707, 1.543, -0.443)  -0.14
O (-1.686, 2.314, -0.996)  0.01
H (2.601, -0.705, 1.631)  0.09
H (3.547, 0.208, 0.418)  0.09
H (2.858, -1.387, -0.001)  0.09
H (0.262, -0.889, 1.274)  0.13
H (0.474, -1.462, -0.391)  0.13
H (-2.332, 1.723, -1.408)  0.09
H (-2.967, 0.052, -0.551)  0.07
H (-2.046, -1.381, -1.040)  0.08
H (-2.292, -1.006, 0.664)  0.09
H (0.182, 2.113, -0.177)  0.13

# 2
Entry from the Open Molecules 2025 dataset: a structure of composition C5H10O2 (ωB97M-V/def2-TZVPD).

Output
HOMO = -9.775 eV
Kohn-Sham gap = 10.79 eV
Largest force on an atom = 4.36 eV/Å
DFT total energy = -346.8841 a.u.
Lowest unoccupied orbital energy = 1.01 eV
Multiplicity = 1
Net charge = 0

Last column: Löwdin charge in e.
Cartesian coordinates (Å):
C (1.445, -0.783, -0.457)  -0.07
C (1.322, -0.282, 0.970)  -0.21
O (0.337, 0.736, 0.969)  -0.10
C (-0.754, 0.239, 0.222)  -0.38
C (-1.784, 1.323, 0.011)  -0.02
C (-0.134, -0.248, -1.070)  -0.31
O (-0.707, -1.364, -1.660)  -0.06
H (1.763, -1.862, -0.466)  0.13
H (0.267, -1.555, -1.224)  0.08
H (2.170, -0.258, -1.077)  0.10
H (1.010, -1.100, 1.640)  0.13
H (2.245, 0.150, 1.354)  0.12
H (-1.205, -0.635, 0.729)  0.16
H (-2.606, 0.943, -0.605)  0.09
H (-2.186, 1.661, 0.969)  0.08
H (-1.328, 2.179, -0.496)  0.09
H (0.126, 0.553, -1.768)  0.15

# 3
Entry from the Open Molecules 2025 dataset: a cluster of 2 separate species, C5H10O2 in total (ωB97M-V/def2-TZVPD).

Output
HOMO = -8.645 eV
Kohn-Sham gap = 9.52 eV
Largest force on an atom = 1.01 eV/Å
DFT total energy = -346.9180 a.u.
Lowest unoccupied orbital energy = 0.88 eV
Multiplicity = 1
Structure (SMILES) = C[C@H]1OCC=C1O.[H][H]
Net charge = 0

Last column: Löwdin charge in e.
Cartesian coordinates (Å):
C (1.441, -0.297, -1.103)  -0.02
C (0.881, 0.514, 0.041)  -0.36
O (0.344, 1.714, -0.464)  -0.08
C (-0.958, 1.933, 0.077)  -0.18
C (-1.293, 0.696, 0.861)  0.01
C (-0.263, -0.134, 0.759)  -0.33
O (-0.113, -1.383, 1.244)  0.01
H (2.183, 0.308, -1.623)  0.09
H (0.635, -0.537, -1.803)  0.10
H (1.933, -1.214, -0.754)  0.08
H (1.680, 0.712, 0.781)  0.16
H (-1.648, 2.107, -0.761)  0.12
H (-0.936, 2.829, 0.708)  0.12
H (-2.128, 0.616, 1.543)  0.12
H (-1.197, -3.035, -0.570)  0.04
H (-1.258, -3.072, 0.195)  0.04
H (0.696, -1.757, 0.868)  0.09

# 4
Entry from the Open Molecules 2025 dataset: a structure of composition C5H10O2 (ωB97M-V/def2-TZVPD).

Output
HOMO = -9.998 eV
Kohn-Sham gap = 11.09 eV
Largest force on an atom = 0.39 eV/Å
DFT total energy = -346.9428 a.u.
Lowest unoccupied orbital energy = 1.09 eV
Multiplicity = 1
Net charge = 0

Last column: Löwdin charge in e.
Cartesian coordinates (Å):
C (-2.255, 0.548, 0.814)  -0.08
O (-0.757, -1.288, -0.495)  -0.06
C (0.335, -0.871, -1.332)  -0.13
C (1.141, -0.437, -0.101)  -0.25
C (1.905, 0.870, -0.136)  -0.06
C (-0.224, -0.552, 0.602)  -0.37
O (-0.846, 0.684, 0.753)  -0.11
H (-2.661, 1.538, 1.022)  0.09
H (-2.555, -0.149, 1.611)  0.09
H (-2.651, 0.172, -0.136)  0.09
H (0.049, -0.030, -1.979)  0.13
H (0.713, -1.698, -1.939)  0.12
H (1.783, -1.260, 0.232)  0.14
H (2.339, 1.110, 0.840)  0.08
H (2.729, 0.799, -0.856)  0.08
H (1.256, 1.698, -0.434)  0.08
H (-0.301, -1.134, 1.535)  0.16

# 5
Entry from the Open Molecules 2025 dataset: the ion C5H10O2P with charge -1 (ωB97M-V/def2-TZVPD).

Output
HOMO (alpha / beta) = -3.440 / -3.438 eV
Kohn-Sham gap (alpha / beta) = 7.39 / 7.39 eV
Largest force on an atom = 2.87 eV/Å
DFT total energy = -688.3269 a.u.
Lowest unoccupied orbital energy (alpha / beta) = 3.95 / 3.95 eV
Multiplicity = 1
Net charge = -1

Last column: Löwdin charge in e.
Cartesian coordinates (Å):
C (1.130, -1.774, 0.968)  -0.16
C (0.141, 0.982, -0.271)  -0.33
C (1.509, 1.182, 0.362)  -0.28
C (-0.589, -0.153, 0.398)  -0.28
C (-1.646, -0.856, -0.408)  -0.17
O (3.607, -0.397, 1.247)  -0.42
O (2.605, -0.837, -1.035)  -0.24
P (2.292, -0.515, 0.555)  0.37
H (0.965, -1.700, 2.056)  -0.09
H (-0.444, 1.916, -0.192)  0.10
H (0.264, 0.767, -1.339)  0.10
H (2.158, 1.834, -0.230)  0.07
H (1.433, 1.600, 1.371)  0.07
H (-0.912, 0.096, 1.405)  0.08
H (-1.206, -1.368, -1.265)  0.06
H (-2.406, -0.161, -0.799)  0.06
H (-2.155, -1.594, 0.210)  0.06
H (1.792, -1.243, -1.336)  0.02

# 6
Entry from the Open Molecules 2025 dataset: a structure of composition C5H10O2Pt (ωB97M-V/def2-TZVPD).

Output
HOMO (alpha / beta) = -12.233 / -14.186 eV
Kohn-Sham gap (alpha / beta) = 8.43 / 7.31 eV
Largest force on an atom = 8.47 eV/Å
DFT total energy = -465.7418 a.u.
Lowest unoccupied orbital energy (alpha / beta) = -3.80 / -6.88 eV
Multiplicity = 4
Net charge = +1

Last column: Mulliken spin population.
Cartesian coordinates (Å):
C (0.689, 2.478, 0.769)  0.02
O (-0.230, 1.555, 0.215)  0.09
C (-0.598, 0.437, 1.045)  -0.13
C (-1.745, -0.200, 0.353)  0.39
H (0.891, 3.235, 0.003)  0.00
H (0.241, 2.931, 1.665)  0.01
H (1.631, 1.982, 1.046)  0.00
H (-0.792, 0.783, 2.067)  0.01
H (-2.717, 0.280, 0.524)  0.02
H (-1.775, -1.289, 0.491)  0.01
C (0.432, -2.649, -1.150)  0.48
C (1.187, -1.438, -1.359)  -0.05
O (0.564, -0.496, -1.973)  0.47
Pt (-0.796, 0.380, -1.336)  1.60
H (0.956, -3.580, -0.928)  0.02
H (-0.625, -2.503, -0.907)  0.05
H (2.246, -1.581, -1.634)  0.01
H (0.440, -0.326, 1.110)  0.00

# 7
Entry from the Open Molecules 2025 dataset: an isolated molecule of C5H10O2S (ωB97M-V/def2-TZVPD).

Output
HOMO = -8.975 eV
Kohn-Sham gap = 9.80 eV
Largest force on an atom = 1.01 eV/Å
DFT total energy = -745.1285 a.u.
Lowest unoccupied orbital energy = 0.82 eV
Multiplicity = 1
Structure (SMILES) = COC[C@@H]1S[C@H]1CO
Net charge = 0

Last column: Löwdin charge in e.
Cartesian coordinates (Å):
C (-3.399, 0.229, -0.218)  -0.12
C (-1.129, -0.305, -0.146)  -0.28
C (0.168, 0.018, 0.505)  -0.51
C (1.456, -0.042, -0.233)  -0.53
C (2.747, -0.390, 0.439)  -0.29
H (-4.183, 0.857, 0.244)  0.10
H (-3.295, 0.603, -1.274)  0.10
H (-3.657, -0.828, -0.216)  0.08
H (-1.092, 0.108, -1.172)  0.12
H (-1.246, -1.425, -0.154)  0.15
H (0.252, -0.225, 1.549)  0.12
H (1.437, -0.322, -1.274)  0.12
H (2.808, -1.463, 0.535)  0.12
H (2.762, 0.091, 1.448)  0.13
H (3.852, 1.040, -0.259)  0.08
O (-2.198, 0.343, 0.491)  -0.19
O (3.851, 0.074, -0.354)  -0.07
S (0.865, 1.638, 0.090)  0.88

# 8
Entry from the Open Molecules 2025 dataset: an isolated molecule of C5H10O2S2 (ωB97M-V/def2-TZVPD).

Output
HOMO = -7.170 eV
Kohn-Sham gap = 7.66 eV
Largest force on an atom = 3.19 eV/Å
DFT total energy = -1143.2312 a.u.
Lowest unoccupied orbital energy = 0.49 eV
Multiplicity = 1
Net charge = 0

Last column: Löwdin charge in e.
Cartesian coordinates (Å):
C (-0.261, 0.064, 1.468)  -0.25
C (1.162, -0.273, 0.985)  -0.34
C (-1.378, -0.252, 0.455)  -0.58
C (1.741, 0.519, -0.200)  -0.56
C (-1.317, 0.710, -0.756)  -0.57
O (-1.092, 0.337, -1.894)  -0.03
O (-1.494, 1.943, -0.378)  0.13
S (-1.212, -1.925, -0.115)  0.78
S (1.869, -0.218, -1.708)  0.87
H (-0.490, -0.265, 2.510)  0.12
H (-0.109, 1.166, 1.648)  0.12
H (1.766, -0.274, 1.869)  0.09
H (1.019, -1.314, 0.833)  0.03
H (-2.286, -0.201, 1.115)  0.12
H (2.565, 1.199, 0.105)  0.04
H (0.542, -0.531, -1.718)  -0.10
H (-1.758, 2.609, -1.071)  0.17
H (-1.286, -1.603, -1.559)  -0.01
H (2.018, -1.690, -1.590)  -0.02

# 9
Entry from the Open Molecules 2025 dataset: an isolated molecule of C5H10O3 (ωB97M-V/def2-TZVPD).

Output
HOMO = -9.978 eV
Kohn-Sham gap = 10.83 eV
Largest force on an atom = 0.64 eV/Å
DFT total energy = -422.2070 a.u.
Lowest unoccupied orbital energy = 0.86 eV
Multiplicity = 1
Structure (SMILES) = CC(O)(O)[C@@H]1CCO1
Net charge = 0

Last column: Löwdin charge in e.
Cartesian coordinates (Å):
C (0.725, 0.817, 0.175)  -0.63
C (0.018, -0.278, -0.641)  -0.25
C (-0.628, -2.156, -0.065)  -0.16
C (-1.336, -0.801, -0.139)  -0.07
C (-0.013, 2.147, 0.106)  0.02
O (0.632, -1.561, -0.405)  -0.09
O (2.006, 1.010, -0.368)  0.04
O (0.802, 0.422, 1.516)  0.04
H (1.126, -0.489, 1.539)  0.10
H (2.462, 0.158, -0.397)  0.11
H (0.047, -0.014, -1.703)  0.16
H (-0.932, -2.890, -0.817)  0.12
H (-0.596, -2.632, 0.920)  0.12
H (-2.161, -0.727, -0.837)  0.11
H (-1.617, -0.397, 0.828)  0.11
H (-1.021, 2.030, 0.491)  0.09
H (-0.041, 2.497, -0.921)  0.09
H (0.528, 2.865, 0.718)  0.10

# 10
Entry from the Open Molecules 2025 dataset: a structure of composition C5H10O4Sc (ωB97M-V/def2-TZVPD).

Output
HOMO (alpha / beta) = -6.060 / -6.890 eV
Kohn-Sham gap (alpha / beta) = 6.01 / 6.79 eV
Largest force on an atom = 4.47 eV/Å
DFT total energy = -1258.0685 a.u.
Lowest unoccupied orbital energy (alpha / beta) = -0.05 / -0.10 eV
Multiplicity = 2
Net charge = 0

Last column: Mulliken spin population.
Cartesian coordinates (Å):
O (0.442, -0.810, -1.895)  -0.04
C (-0.214, -1.776, -1.180)  -0.01
C (-0.015, -1.876, 0.192)  -0.02
O (-1.176, -0.772, 1.782)  0.00
C (-1.548, 0.443, 1.173)  0.01
C (-0.482, 1.530, 1.238)  -0.02
O (0.298, 1.672, 0.051)  -0.04
C (-0.328, 2.453, -0.955)  -0.03
H (-0.275, -2.752, -1.694)  0.00
H (-0.278, -2.818, 0.691)  0.00
H (-2.435, 0.819, 1.702)  0.00
H (-1.796, 0.271, 0.110)  0.00
H (-0.943, 2.500, 1.480)  0.00
H (0.240, 1.274, 2.027)  0.00
H (0.397, 2.562, -1.769)  0.02
H (-1.229, 1.951, -1.338)  0.00
H (-0.596, 3.440, -0.549)  0.00
Sc (1.744, 0.140, -0.686)  1.16
O (1.075, -1.194, 0.780)  -0.04
H (0.033, -0.849, 1.961)  0.00

Relative energy (zero: lowest compared OMol25 entry of this formula, charge and spin) (eV)
2.2131, 3.8465, 2.9229, 2.2491, 2.7129, 0.6022, 1.7123, 2.1780, 1.3504, 0.0000